1.
Density functional theory data (the ωB97M-V functional and the def2-TZVPD basis) for C16H27O3Sb2Sn as an isolated structure.

```
49
Properties=species:S:1:pos:R:3
Sn -0.851 2.471 -0.826
C -3.538 -0.678 -1.066
Sb -1.452 -0.482 -0.745
C -1.137 -1.585 1.041
C -0.508 -1.738 -2.215
C 0.688 -2.474 -1.686
C 0.480 -3.755 -1.165
C 1.528 -4.536 -0.716
C 2.822 -4.043 -0.799
C 3.040 -2.777 -1.309
C 1.990 -1.961 -1.744
C 2.315 -0.594 -2.277
Sb 3.633 0.549 -0.981
C 3.241 2.415 -1.978
C 2.129 0.880 0.544
H -3.828 -1.720 -0.947
H -3.779 -0.342 -2.072
H -4.066 -0.053 -0.348
H -1.056 -2.639 0.783
H -1.983 -1.430 1.707
H -0.211 -1.272 1.523
H -0.272 -1.094 -3.059
H -1.274 -2.440 -2.543
H -0.528 -4.156 -1.146
H 1.339 -5.527 -0.327
H 3.659 -4.646 -0.475
H 4.055 -2.403 -1.380
H 1.430 0.015 -2.463
H 2.857 -0.667 -3.223
H 4.026 2.635 -2.700
H 3.223 3.218 -1.240
H 2.285 2.383 -2.502
H 2.257 0.194 1.379
H 1.139 0.718 0.099
H 2.235 1.909 0.892
C -1.632 1.486 3.302
C -1.743 2.540 2.222
C -1.895 3.946 2.775
O -0.516 2.507 1.399
C -2.928 2.255 1.279
O -3.971 1.851 1.710
O -2.706 2.548 0.008
H -0.822 1.731 3.992
H -1.459 0.498 2.875
H -2.564 1.447 3.860
H -1.063 4.182 3.438
H -2.826 4.011 3.336
H -1.925 4.680 1.970
H 0.162 1.943 1.796
```

Computed properties:
**LUMO energy**: -3.71 eV
**Relative energy (zero: lowest compared OMol25 entry of this formula, charge and spin)**: 0.0193 eV
**HOMO level**: -11.33 eV
**Charge**: +1
**Molecular weight**: 629.62 g mol⁻¹

***

2.
Density functional theory data (the ωB97M-V functional and the def2-TZVPD basis) for C16H28AlBO9PPd as an isolated structure in a non-equilibrium geometry.

```
57
Properties=species:S:1:pos:R:3
C -2.412 4.215 0.660
O -2.569 2.730 0.764
C -4.021 2.402 0.583
C -4.234 0.752 0.441
C -3.653 0.326 -1.032
C -2.576 -0.911 -1.024
C -1.414 -0.751 0.141
C 0.065 -1.264 -0.358
O 0.033 -2.321 -1.423
Al 1.240 -1.609 -2.683
O 2.104 -2.741 -3.916
B 1.354 -2.538 -5.205
O -0.067 -3.007 -5.376
O 1.924 -1.824 -6.384
O 2.268 -0.693 -1.374
C 1.244 -0.083 -0.462
C 1.752 0.612 0.934
C 2.554 -0.387 1.957
C 4.225 -0.396 1.885
C 5.165 -1.320 2.894
C 4.450 -2.293 4.052
C 2.803 -2.307 4.116
C 1.886 -1.365 3.091
C 0.258 -1.437 3.296
P 0.783 1.495 -1.506
O 2.016 1.971 -2.403
O 0.495 2.816 -0.353
O -0.701 1.318 -2.401
H -3.461 4.693 0.381
H -1.647 4.532 -0.186
H -1.990 4.672 1.662
H -4.679 2.848 1.443
H -4.309 2.860 -0.466
H -5.385 0.486 0.442
H -3.752 0.191 1.349
H -3.150 1.281 -1.494
H -4.553 0.049 -1.765
H -2.054 -0.901 -2.097
H -3.061 -1.975 -0.919
H -1.321 0.344 0.545
H -1.725 -1.461 1.049
H 0.468 -1.916 0.556
H 0.276 -0.765 -3.632
H -0.550 -2.286 -5.915
H 1.315 -1.032 -6.599
H 2.497 1.514 0.700
H 0.778 0.985 1.511
H 4.788 0.277 1.110
H 6.348 -1.315 2.881
H 5.113 -2.937 4.799
H 2.234 -2.968 4.922
H -0.104 -2.406 2.701
H 0.000 -1.622 4.427
H -0.302 -0.529 2.812
H 0.955 3.647 -0.671
H -0.716 2.124 -3.028
Pd 3.012 0.218 4.565
```

Computed properties:
**LUMO energy**: -8.71 eV
**HOMO level**: -11.17 eV
**Charge**: +1
**Molecular weight**: 539.58 g mol⁻¹

***

3.
Density functional theory data (the ωB97M-V functional and the def2-TZVPD basis) for one molecule with the formula C16H28BrO2P in a non-equilibrium geometry.

```
48
Properties=species:S:1:pos:R:3
C -1.489 2.470 5.354
O -0.928 1.250 4.906
C -1.903 0.405 4.302
C -1.534 0.001 2.846
C -2.598 0.379 1.784
C -2.393 1.724 1.039
P -0.692 1.991 0.356
Br -0.029 3.333 2.172
C -1.018 0.973 -1.235
O -0.416 -0.331 -1.210
C 0.875 -0.376 -1.659
C 1.763 0.683 -1.684
C 3.067 0.548 -2.117
C 4.048 1.710 -2.101
C 3.504 -0.677 -2.580
C 2.617 -1.747 -2.556
C 1.329 -1.623 -2.102
C 0.392 -2.823 -2.050
C -0.930 -2.632 -2.866
C 1.042 -4.147 -2.484
H -0.781 2.978 6.017
H -1.688 3.154 4.512
H -2.437 2.322 5.897
H -1.915 -0.513 4.911
H -2.901 0.866 4.349
H -1.448 -1.095 2.839
H -0.525 0.381 2.644
H -3.548 0.482 2.333
H -2.763 -0.459 1.093
H -3.153 1.823 0.252
H -2.606 2.540 1.740
H -0.458 3.124 -0.458
H 0.412 1.164 0.637
H -2.098 0.813 -1.375
H -0.688 1.493 -2.151
H 1.467 1.681 -1.361
H 4.668 1.758 -2.999
H 4.711 1.552 -1.235
H 3.531 2.656 -1.892
H 4.529 -0.777 -2.932
H 3.012 -2.698 -2.907
H 0.089 -2.964 -0.999
H -1.130 -3.572 -3.398
H -1.757 -2.440 -2.176
H -0.835 -1.861 -3.639
H 0.358 -4.999 -2.369
H 1.933 -4.403 -1.893
H 1.313 -4.115 -3.550
```

Computed properties:
**LUMO energy**: 0.64 eV
**SMILES**: COCCCC[PH2](Br)COc1cc(C)ccc1C(C)C
**HOMO level**: -8.30 eV
**Molecular weight**: 363.28 g mol⁻¹

***

4.
Density functional theory data (the ωB97M-V functional and the def2-TZVPD basis) for C16H28F12KN2O14S4 as an isolated structure in a non-equilibrium geometry.

```
77
Properties=species:S:1:pos:R:3
K 14.734 -9.356 -23.704
C 12.812 -11.280 -26.966
F 13.983 -11.886 -26.494
F 12.569 -11.838 -28.189
F 11.660 -11.555 -26.396
S 12.956 -9.355 -26.895
O 14.330 -9.147 -27.336
O 11.902 -8.963 -27.875
N 12.625 -8.917 -25.216
S 11.284 -8.279 -25.258
O 11.188 -7.014 -25.908
O 10.079 -9.102 -25.383
C 11.067 -7.720 -23.375
F 10.299 -6.735 -23.188
F 10.565 -8.724 -22.696
F 12.332 -7.480 -22.953
C 15.479 -8.604 -20.210
F 14.223 -8.515 -20.559
F 15.588 -8.279 -18.888
F 15.947 -9.829 -20.440
S 16.440 -7.178 -21.252
O 15.372 -6.161 -21.543
O 17.467 -6.624 -20.359
N 16.829 -7.997 -22.723
S 18.342 -7.788 -22.824
O 18.809 -6.440 -22.593
O 19.044 -8.830 -22.067
C 18.672 -8.074 -24.689
F 18.283 -6.975 -25.394
F 19.974 -8.108 -24.810
F 18.094 -9.215 -25.131
C 14.516 -12.084 -18.070
O 14.121 -13.326 -18.754
C 12.724 -13.853 -18.474
C 11.568 -12.839 -18.896
O 11.828 -12.190 -20.177
C 12.019 -13.197 -21.211
C 12.426 -12.435 -22.543
O 13.785 -11.834 -22.534
C 14.776 -12.816 -22.418
H 14.040 -11.200 -18.495
H 15.586 -11.894 -17.988
H 14.176 -12.186 -17.040
H 12.692 -13.987 -17.393
H 12.734 -14.792 -19.027
H 11.462 -12.085 -18.116
H 10.586 -13.309 -18.952
H 11.041 -13.678 -21.200
H 12.558 -14.087 -20.886
H 11.779 -11.560 -22.591
H 12.249 -12.863 -23.530
H 14.608 -13.703 -23.028
H 14.799 -13.133 -21.375
H 15.783 -12.526 -22.718
C 14.436 -3.845 -30.463
O 13.648 -4.897 -29.823
C 14.256 -6.138 -29.679
C 15.352 -6.004 -28.568
O 14.734 -5.652 -27.343
C 15.634 -5.626 -26.192
C 14.867 -5.568 -24.782
O 13.706 -4.729 -24.966
C 13.226 -4.268 -23.632
H 13.897 -2.950 -30.155
H 14.586 -3.816 -31.542
H 15.407 -3.574 -30.048
H 14.763 -6.463 -30.588
H 13.563 -6.965 -29.527
H 16.086 -5.238 -28.818
H 15.686 -7.042 -28.562
H 16.495 -4.994 -26.409
H 15.916 -6.677 -26.126
H 15.516 -5.207 -23.985
H 14.519 -6.565 -24.512
H 12.931 -5.053 -22.936
H 12.364 -3.604 -23.706
H 14.039 -3.653 -23.245
```

Computed properties:
**LUMO energy**: 1.84 eV
**Relative energy (zero: lowest compared OMol25 entry of this formula, charge and spin)**: 6.9589 eV
**HOMO level**: -6.95 eV
**Charge**: -1
**Molecular weight**: 867.74 g mol⁻¹

***

5.
Density functional theory data (the ωB97M-V functional and the def2-TZVPD basis) for C16H28F5N3O8S2Y as an isolated structure in a non-equilibrium geometry.

```
63
Properties=species:S:1:pos:R:3
Y -13.156 -10.958 7.137
C -11.395 -9.293 4.962
O -11.786 -8.562 6.110
O -11.895 -10.526 5.223
C -11.662 -8.504 3.648
F -11.268 -9.184 2.549
F -13.010 -8.312 3.437
F -11.089 -7.283 3.580
C -11.275 -7.239 6.331
C -11.494 -6.884 7.817
H -10.564 -6.748 8.363
H -12.197 -6.079 7.997
H -11.956 -7.802 8.196
H -11.807 -6.501 5.733
H -10.216 -7.135 6.089
H -10.307 -9.321 5.144
N -14.330 -9.367 7.951
S -15.156 -8.177 7.229
O -14.541 -6.887 7.202
O -16.583 -8.222 7.313
F -14.886 -8.729 5.751
S -14.815 -8.844 9.556
O -16.083 -9.275 10.034
O -14.361 -7.541 9.855
F -13.826 -9.856 10.308
O -13.655 -12.289 9.088
C -14.128 -13.138 9.857
O -13.523 -14.167 10.366
C -12.096 -14.383 10.230
C -11.884 -15.683 9.497
C -15.548 -13.079 10.270
H -11.635 -14.411 11.214
H -11.755 -13.501 9.684
H -10.829 -15.951 9.384
H -12.229 -15.652 8.465
H -12.236 -16.505 10.120
H -16.218 -12.429 9.714
H -15.637 -12.772 11.316
H -15.937 -14.099 10.263
C -14.862 -8.301 13.555
C -15.409 -7.102 14.382
C -14.514 -6.313 15.350
C -15.256 -5.605 16.380
N -15.721 -5.055 17.274
H -14.208 -7.988 12.743
H -15.777 -8.716 13.126
H -14.428 -9.130 14.114
H -16.204 -7.512 15.010
H -15.931 -6.457 13.674
H -13.858 -5.627 14.809
H -13.809 -7.069 15.706
C -12.743 -4.664 3.822
C -14.041 -4.930 4.549
C -15.104 -5.671 3.700
C -16.350 -5.797 4.435
N -17.327 -5.798 5.038
H -12.654 -3.608 3.581
H -12.665 -5.300 2.938
H -11.879 -4.996 4.399
H -14.537 -3.991 4.809
H -13.973 -5.457 5.502
H -14.773 -6.689 3.470
H -15.284 -5.257 2.706
```

Computed properties:
**LUMO energy**: -5.80 eV
**HOMO level**: -12.94 eV
**Charge**: +1
**Molecular weight**: 638.44 g mol⁻¹

***

6.
Density functional theory data (the ωB97M-V functional and the def2-TZVPD basis) for C16H28InN2O7 as an isolated structure in a non-equilibrium geometry.

```
54
Properties=species:S:1:pos:R:3
In 1.832 2.887 19.618
C -0.678 -0.883 17.057
C -0.070 0.313 17.689
C 0.118 1.521 16.684
O 0.385 2.575 17.136
C -0.163 1.294 15.266
C -0.778 0.190 14.839
C -1.051 -0.952 15.768
O -1.513 -2.094 15.329
O -1.180 0.214 13.581
O 0.205 0.578 18.867
H -0.910 -1.730 17.685
H -0.099 2.184 14.657
C -1.560 0.555 23.245
C -0.974 1.117 21.938
C -1.366 2.594 21.693
O -0.985 3.004 20.438
C -1.884 2.876 19.365
N 0.470 0.982 21.993
H -2.640 0.601 23.109
H -1.267 1.217 24.059
H -1.262 -0.492 23.304
H -1.427 0.362 21.296
H -0.855 3.336 22.306
H -2.421 2.744 21.919
H -2.841 3.211 19.764
H -2.130 1.874 19.014
H -1.694 3.473 18.473
H 0.574 0.018 21.709
H 0.849 1.057 22.926
C 3.402 0.621 16.801
O 3.232 0.857 18.161
C 3.586 -0.305 18.892
C 4.127 -0.084 20.259
N 3.150 0.628 21.134
C 3.785 1.106 22.391
C 5.039 2.042 22.246
O 4.775 2.928 21.124
C 5.979 3.721 20.897
H 2.967 -0.351 16.569
H 4.394 0.286 16.498
H 3.002 1.392 16.142
H 4.326 -1.009 18.511
H 2.688 -0.921 18.938
H 4.941 0.583 19.977
H 4.475 -1.008 20.721
H 2.527 -0.139 21.343
H 4.041 0.332 23.114
H 3.005 1.673 22.898
H 5.886 1.368 22.118
H 5.242 2.609 23.154
H 5.742 4.487 20.158
H 6.847 3.178 20.524
H 6.347 4.296 21.747
```

Computed properties:
**LUMO energy (alpha / beta)**: -0.08 / -1.95 eV
**Relative energy (zero: lowest compared OMol25 entry of this formula, charge and spin)**: 0.0000 eV
**HOMO level (alpha / beta)**: -7.72 / -7.33 eV
**2S+1**: 2
**Molecular weight**: 475.22 g mol⁻¹

***

7.
Density functional theory data (the ωB97M-V functional and the def2-TZVPD basis) for one molecule with the formula C16H28N2O3 in a non-equilibrium geometry.

```
49
Properties=species:S:1:pos:R:3
C -1.848 -1.083 -1.964
H -2.181 -1.450 -2.980
H -1.533 0.071 -2.172
H -0.907 -1.639 -1.900
C -2.834 -1.509 -1.044
C -3.297 -2.896 -0.746
H -3.857 -3.246 -1.530
H -3.907 -2.963 -0.061
H -2.397 -3.385 -0.780
O -2.173 -0.965 0.302
C -3.105 -0.170 1.328
C -3.259 1.254 1.103
H -3.915 1.320 1.769
C -1.821 1.931 1.612
N -0.811 1.487 0.504
C 0.184 2.270 0.541
O 0.428 3.237 0.969
C 1.233 1.693 -0.510
N 1.533 0.415 -0.591
C 1.471 -0.237 -1.623
O 1.639 -1.467 -2.046
C 1.197 0.887 -2.647
H 2.287 1.096 -3.194
C 0.736 2.052 -1.859
H -0.293 2.206 -2.303
H 1.260 2.970 -2.426
H 0.656 0.266 -3.591
C 1.820 -0.171 0.691
H 1.498 0.354 1.631
C 3.285 -0.816 0.869
C 3.294 -1.708 1.875
C 1.785 -2.246 2.052
H 1.496 -1.741 3.134
H 1.674 -3.427 2.228
C 1.000 -1.703 1.010
H 0.021 -1.281 1.267
H 1.145 -2.275 -0.039
H 3.880 -2.661 1.898
H 3.709 -1.357 2.845
H 3.811 0.187 1.076
H 3.598 -1.314 0.007
H 2.089 2.324 -0.157
H -0.931 0.520 0.284
H -1.595 1.399 2.615
H -2.055 2.993 1.497
H -3.280 1.368 0.174
H -2.509 -0.748 2.311
H -3.913 -0.966 1.305
H -3.741 -0.637 -1.142
```

Computed properties:
**LUMO energy**: 0.72 eV
**SMILES**: CC(C)OCCCNC(=O)[C@@H]1CCC(=O)N1C1CCCC1
**Relative energy (zero: lowest compared OMol25 entry of this formula, charge and spin)**: 14.6761 eV
**HOMO level**: -8.55 eV
**Molecular weight**: 296.41 g mol⁻¹

***

8.
Density functional theory data (the ωB97M-V functional and the def2-TZVPD basis) for one molecule with the formula C16H28N2S3 in a non-equilibrium geometry.

```
49
Properties=species:S:1:pos:R:3
N 0.850 -0.486 -0.315
N 0.322 -1.062 1.895
S -1.224 -2.098 0.148
S 2.891 1.193 -0.925
S 1.578 -0.037 4.140
C 0.142 -1.171 0.585
C 1.861 0.263 0.125
C 1.343 -0.315 2.379
C 2.174 0.275 1.494
C -2.561 -2.086 -3.794
C -3.847 -1.149 -1.779
C 4.228 0.698 -3.816
C 2.301 1.766 -4.992
C -2.181 0.115 6.256
C -0.820 1.950 5.464
C -1.368 -1.621 -1.674
C 2.041 1.225 -2.573
C 0.115 -0.497 5.110
C -2.668 -2.028 -2.240
C 2.990 1.672 -3.735
C -1.133 0.476 5.123
H 2.903 0.975 1.840
H -2.168 -1.103 -4.155
H -1.889 -2.911 -4.096
H -3.538 -2.214 -4.291
H -3.952 -1.138 -0.640
H -3.700 -0.242 -2.218
H -4.850 -1.412 -2.163
H 4.741 0.599 -4.800
H 5.026 1.046 -3.063
H 3.828 -0.229 -3.483
H 2.851 2.232 -5.750
H 1.449 2.330 -4.850
H 1.997 0.677 -5.408
H -2.645 -0.900 6.083
H -1.739 0.186 7.303
H -3.078 0.727 6.093
H -0.871 2.151 6.535
H -1.456 2.635 4.916
H 0.099 1.998 5.049
H -0.573 -2.107 -2.294
H -1.300 -0.465 -1.767
H 1.180 1.973 -2.592
H 1.576 0.242 -2.859
H 0.369 -0.761 6.215
H -0.302 -1.435 4.725
H -2.757 -3.062 -1.875
H 3.314 2.648 -3.372
H -1.547 0.476 4.040
```

Computed properties:
**LUMO energy**: 0.68 eV
**SMILES**: CC(C)CSc1cc(SCC(C)C)nc(SCC(C)C)n1
**Relative energy (zero: lowest compared OMol25 entry of this formula, charge and spin)**: 0.0000 eV
**HOMO level**: -8.37 eV
**Molecular weight**: 344.61 g mol⁻¹

***

9.
Density functional theory data (the ωB97M-V functional and the def2-TZVPD basis) for one molecule with the formula C16H28N4O2S in a non-equilibrium geometry.

```
51
Properties=species:S:1:pos:R:3
C -1.019 3.006 0.935
C 0.183 3.817 0.468
H 0.115 4.837 0.851
H 0.175 3.872 -0.622
C 1.510 3.215 0.954
C 1.628 1.773 0.634
N 1.520 0.818 1.519
N 1.649 -0.357 0.894
C 1.827 -0.111 -0.372
N 1.842 1.238 -0.605
C 2.065 1.903 -1.858
H 2.245 2.960 -1.652
C 0.865 1.759 -2.819
O 0.898 2.695 -3.866
C 0.391 3.968 -3.550
H 0.351 4.519 -4.487
H 1.037 4.512 -2.849
H -0.618 3.897 -3.126
H -0.074 1.823 -2.253
H 0.913 0.784 -3.309
H 2.959 1.482 -2.329
S 1.942 -1.332 -1.620
C 0.141 -1.651 -1.868
C -0.669 -1.042 -0.735
O -1.201 0.047 -0.909
N -0.769 -1.728 0.408
C -0.021 -2.908 0.779
H 0.551 -3.289 -0.063
C -0.961 -3.994 1.313
C -0.164 -5.234 1.703
H -0.827 -6.007 2.084
H 0.373 -5.633 0.846
H 0.559 -4.989 2.477
C -1.743 -3.434 2.501
C -2.482 -2.165 2.087
C -1.499 -1.146 1.519
H -2.022 -0.263 1.150
H -0.779 -0.837 2.285
H -2.998 -1.727 2.942
H -3.228 -2.407 1.327
H -2.452 -4.179 2.868
H -1.047 -3.202 3.310
H -1.671 -4.259 0.520
H 0.693 -2.619 1.559
H 0.014 -2.726 -1.966
H -0.154 -1.161 -2.796
H 2.350 3.766 0.523
H 1.566 3.295 2.041
H -1.047 2.036 0.443
H -0.974 2.843 2.010
H -1.942 3.531 0.700
```

Computed properties:
**LUMO energy**: 0.63 eV
**SMILES**: CCCc1nnc(SCC(=O)N2CCC[C@H](C)C2)n1CCOC
**Relative energy (zero: lowest compared OMol25 entry of this formula, charge and spin)**: 0.4876 eV
**HOMO level**: -8.99 eV
**Molecular weight**: 340.49 g mol⁻¹

***

DFT total energy / Ha: -1546.1495, -2039.4762, -3692.2292, -5180.1954, -2726.3979, -1452.5618, -961.2256, -1930.4612, -1394.1722